ORCA calculation (wB97M-V/def2-TZVPD) on a single C2H3IOS molecule at a distorted geometry.

Cartesian coordinates (Å):
C1 -0.70 -1.28 -0.35
C2 -0.30 -1.39 0.84
O1 0.34 -0.47 1.66
S1 0.38 2.67 -2.00
I1 -0.60 0.29 -1.73
H1 -0.49 -2.42 1.33
H2 1.35 2.14 -1.22
H3 0.03 0.46 1.47

Computed properties:
- lowest unoccupied orbital energy (spin up / spin down) (eV) = 0.451 / -3.032
- multiplicity = 3
- ΔE to the lowest compared entry with this formula, charge and spin (kJ/mol) = 271.04

Atomic partial charges in e from the natural (NBO) method, atoms 1 to 5: -0.141 -0.038 -0.687 -0.256 0.305